Below is the ion C14H22NO4S with charge +1 in a non-equilibrium geometry, with properties calculated with ωB97M-V/def2-TZVPD.

XYZ file:
```
42
Properties=species:S:1:pos:R:3:lowdin_charge:R:1
O 0.13 0.49 -0.05 0.05
H -3.61 4.06 1.57 0.07
H 6.12 -1.86 0.54 0.09
O -1.38 1.76 2.44 -0.05
C -0.82 -0.30 -0.06 -0.43
H -0.45 -2.36 -3.07 0.12
H -2.27 4.18 2.75 0.10
O -1.18 -1.09 0.97 0.02
C -1.87 0.44 2.76 -0.26
H 1.13 -2.03 -1.14 0.12
H -2.40 -0.06 -1.48 0.13
H 4.86 -2.08 -1.68 0.14
C 0.22 -1.49 -3.05 -0.18
H -1.71 2.88 0.69 0.16
C 1.47 -1.76 -2.15 -0.14
H 0.00 0.58 -2.52 0.10
H -3.66 3.06 3.07 0.09
H -1.75 -1.68 -1.42 0.14
H -1.90 0.33 3.84 0.16
S 4.43 -0.11 1.34 1.12
C -3.22 0.33 2.09 -0.11
H -3.43 -0.67 1.71 0.14
H -3.97 0.57 2.84 0.13
O -3.19 1.34 1.08 -0.06
H 2.47 0.85 0.19 0.10
C 5.21 -1.31 0.33 -0.31
C 2.47 -0.58 -2.10 -0.11
C 3.23 0.12 0.08 -0.28
N 3.40 -0.65 -0.98 -0.11
C -0.89 -0.59 2.29 -0.09
H 0.12 -0.20 2.39 0.13
H 2.05 -2.60 -2.54 0.11
C -2.27 2.39 1.52 -0.35
H 3.07 -0.56 -3.02 0.15
H -1.37 -0.08 -3.41 0.12
C -3.02 3.50 2.27 -0.01
H 1.91 0.35 -2.08 0.11
H -0.98 -1.43 2.96 0.13
C 4.53 -1.46 -0.87 -0.09
C -0.64 -0.30 -2.64 -0.19
C -1.46 -0.61 -1.40 -0.08
H 0.62 -1.36 -4.07 0.12
```

- lowest unoccupied orbital energy (Ha) = -0.1414
- DFT total energy (eV) = -35383.3197
- orbital gap (eV) = 8.224
- total charge = +1

Below is a structure of composition C14H23AuFN3OSi, with properties calculated with ωB97M-V/def2-TZVPD.

XYZ file:
```
44
Properties=species:S:1:pos:R:3:lowdin_charge:R:1
Au -0.83 -0.06 -0.35 0.88
O -0.60 -0.69 1.95 -0.20
C 3.26 2.27 -0.94 0.06
N -1.68 -1.53 -1.58 -0.16
N -0.35 2.09 -0.41 0.01
H -4.12 2.58 -1.21 0.06
C 2.03 1.76 -0.68 -0.15
C -2.34 2.38 1.63 -0.15
H -2.82 2.38 -2.39 0.05
C 3.36 3.64 -1.21 0.09
H -3.32 2.80 1.88 0.06
H -2.31 -2.39 4.32 0.09
C 1.01 4.03 -0.95 0.07
H 4.13 1.63 -0.93 0.15
H -1.60 2.79 2.33 0.06
H 4.34 4.04 -1.43 0.15
C -2.84 -3.29 -2.36 -0.02
C 0.80 2.60 -0.67 -0.22
H -1.87 5.12 -1.26 0.05
C -2.48 -2.54 -1.24 -0.12
H -1.43 5.26 0.46 0.05
H 0.15 4.68 -0.96 0.09
H -1.46 -0.85 4.43 0.09
C -3.13 2.15 -1.37 -0.17
H -1.34 -2.63 1.94 0.11
C 2.24 4.52 -1.22 0.00
C -2.06 4.74 -0.26 -0.17
C -1.54 -1.69 2.45 -0.29
F 1.91 0.49 -0.40 0.13
C -2.21 -2.67 -3.41 -0.05
Si -2.00 2.91 -0.11 0.47
C -1.45 -1.83 3.95 -0.06
H -2.20 -2.89 -4.47 0.14
H 2.39 5.57 -1.43 0.14
H -3.47 -4.16 -2.40 0.12
H 0.28 -0.91 2.28 0.10
H -2.37 1.30 1.75 0.01
H -0.55 -2.36 4.25 0.09
H -3.21 1.06 -1.27 0.01
H -0.96 -0.96 -3.41 0.16
H -3.10 5.00 -0.01 0.06
N -1.53 -1.62 -2.92 0.01
H -2.76 -2.68 -0.21 0.11
H -2.52 -1.33 2.14 0.11
```

- lowest unoccupied orbital energy (Ha) = -0.3601
- DFT total energy (eV) = -35680.1337
- orbital gap (eV) = 5.602
- total charge = +2

Below is a structure of composition C14H23BF12N2O18S4Zr in a non-equilibrium geometry, with properties calculated with ωB97M-V/def2-TZVPD.

XYZ file:
```
75
Properties=species:S:1:pos:R:3:lowdin_charge:R:1
H -4.32 6.00 0.23 0.09
C -3.10 -0.87 -2.63 -0.67
S -2.91 -1.93 -1.07 0.73
F 3.69 -1.09 -3.05 0.15
O 2.75 3.74 3.09 0.07
Zr 0.55 -2.13 -0.30 1.84
N -1.30 -2.68 -1.14 -0.44
O 2.81 -5.29 -1.58 -0.22
O 0.94 -0.21 -1.41 -0.09
O -0.50 -0.14 0.13 -0.12
O -2.96 -1.13 0.13 -0.30
C -2.34 -5.29 -0.60 -0.66
H 1.91 2.46 1.67 0.12
O -2.64 -3.90 -2.98 -0.24
C -0.06 1.95 -0.94 0.06
C -0.46 5.03 -0.17 -0.61
H -2.39 3.48 -1.55 0.11
H -3.97 0.79 1.36 0.03
H 2.56 0.83 3.31 0.13
H 0.77 0.38 5.08 0.08
O -4.00 -2.86 -1.05 -0.25
H 0.68 2.53 -0.37 0.10
O 0.35 -2.07 -3.46 -0.30
O 2.84 2.30 4.75 0.08
O -0.77 -2.56 1.59 -0.11
C 4.34 -3.49 -0.31 -0.68
O -1.10 5.03 -1.36 0.06
F 3.90 -3.98 0.84 0.14
H -2.79 6.76 0.58 0.10
H 2.42 -1.22 0.44 -0.01
C -2.42 4.50 -1.19 -0.09
F 5.55 -3.96 -0.55 0.18
H -0.58 -3.28 2.21 0.11
O 0.70 5.20 -0.04 0.17
F 4.44 -2.16 -0.25 0.13
C 3.21 3.53 4.34 -0.56
H -3.15 5.09 -1.74 0.13
F -4.29 -1.10 -3.12 0.20
O 3.73 4.35 5.02 0.18
H 2.96 -1.50 2.25 0.05
C 0.69 1.24 4.41 -0.02
B 2.10 -1.67 1.46 -0.38
F -1.36 -6.13 -0.34 0.16
F 3.52 -1.89 -5.08 0.20
C 1.81 2.76 2.71 -0.09
C 2.88 -1.42 -4.04 -0.67
C -2.66 4.58 0.32 -0.27
H -1.07 2.18 -0.63 0.08
H -3.19 3.72 0.73 0.13
H 0.79 3.16 2.81 0.13
H -2.49 0.78 1.06 -0.01
C 0.18 0.53 -0.71 -0.61
F -2.63 -4.64 0.54 0.12
S -1.70 -4.08 -1.92 0.60
H -3.67 5.80 1.80 0.09
H 1.80 -2.78 1.26 -0.02
H 0.06 2.32 -1.95 0.12
H 0.31 2.03 5.06 0.10
O 4.15 -3.70 -2.81 -0.25
O -3.19 1.35 1.40 -0.06
F -2.93 0.39 -2.28 0.18
S 1.61 -2.72 -3.45 0.67
H -1.54 -2.09 1.95 0.10
C 2.02 1.64 3.79 -0.30
O 1.78 -3.91 -4.16 -0.21
N 1.90 -2.98 -1.72 -0.42
F -3.37 -5.94 -1.11 0.19
H 1.10 -1.12 1.62 -0.02
C -3.36 5.85 0.75 -0.03
O -0.53 -4.72 -2.44 -0.26
F -2.19 -1.20 -3.52 0.16
S 3.24 -3.96 -1.74 0.62
H 0.02 1.07 3.57 0.08
O -1.31 4.77 0.83 0.07
F 2.18 -0.34 -4.35 0.16
```

- lowest unoccupied orbital energy (Ha) = -0.0775
- DFT total energy (eV) = -132631.9384
- orbital gap (eV) = 8.832
- total charge = 0